C21H31N7O6P2SSiTa | ωB97M-V/def2-TZVPD

```
70
C21H31N7O6P2SSiTa | OMol25 | ωB97M-V/def2-TZVPD
Ta 0.1724 -0.5757 -0.0549
C 1.9518 3.0514 -5.4615
Si 2.8889 1.8564 -4.3908
C 4.1267 0.8364 -5.3305
C 3.6592 2.6862 -2.9098
C 1.5560 0.5624 -3.8086
C 0.9014 -0.1855 -4.7983
C -0.0983 -1.1162 -4.5017
C -0.4247 -1.3474 -3.1920
N 0.2210 -0.6907 -2.2000
C 1.1499 0.2603 -2.5285
S 1.5863 1.0525 -0.9965
H 2.6422 3.7958 -5.8644
H 1.1841 3.5880 -4.9012
H 1.4769 2.5670 -6.3166
H 4.9032 1.4909 -5.7329
H 3.6876 0.3118 -6.1810
H 4.6179 0.1004 -4.6915
H 4.4391 3.3531 -3.2873
H 4.1526 1.9862 -2.2324
H 2.9638 3.3092 -2.3454
H 1.1585 -0.0231 -5.8393
H -0.6117 -1.6553 -5.2852
H -1.1826 -2.0630 -2.9109
N 1.5500 -2.9483 3.7958
C 0.9262 -1.6487 3.3332
C 0.7956 -0.7111 4.5368
P -0.7654 -1.9948 2.6064
O -0.4531 -3.1684 1.5397
O -1.7375 -2.3706 3.6132
O -0.8757 -0.7578 1.6773
P 1.8906 -0.8624 1.9913
O 3.3588 -0.9861 2.4544
O 1.5804 -1.7282 0.6981
O 1.3144 0.4713 1.5850
H 0.9606 -3.3552 4.5351
H 2.4830 -2.8014 4.1992
H 1.6265 -3.6415 3.0430
H 0.1022 -1.1365 5.2640
H 0.3920 0.2504 4.2200
H 1.7630 -0.5342 5.0113
H -0.9398 -3.9959 1.6787
H 4.0741 -0.4096 2.1344
C -2.4898 1.4899 -0.3093
C -2.8044 0.0561 -0.5532
N -1.8926 -0.9225 -0.6103
C -2.5801 -2.1126 -0.8209
C -3.8977 -1.8266 -0.9130
N -4.0173 -0.4639 -0.7416
C -5.3351 0.2375 -0.7858
N -6.2568 -0.3814 0.0788
N -7.0300 -1.4059 -0.4224
N -7.7294 -1.8885 0.5108
C -7.4553 -1.2100 1.6867
C -7.9898 -1.3671 2.9659
C -7.5172 -0.5245 3.9464
C -6.5439 0.4537 3.6691
C -6.0091 0.6209 2.4082
C -6.4920 -0.2368 1.4219
H -1.4264 1.6328 -0.0729
H -3.0507 1.8836 0.5387
H -2.6988 2.1057 -1.1852
H -2.0850 -3.0656 -0.8990
H -4.7617 -2.4519 -1.0752
H -5.7093 0.1473 -1.8042
H -5.1779 1.2847 -0.5357
H -8.7469 -2.1135 3.1610
H -7.9067 -0.5995 4.9518
H -6.2199 1.1049 4.4698
H -5.2875 1.4026 2.2053
```

Calculated total energy, Ha: -3080.3536
Energy above the lowest of the compared OMol25 structures with the same formula, charge and spin, kcal per mole: 39.5
2S+1: 1
HOMO-LUMO gap, eV: 4.1
LUMO energy, eV: -10.905
E_HOMO, eV: -15.01
Total charge: +3